127
Properties=species:S:1:pos:R:3:forces:R:3:mulliken_charge:R:1 method="wB97M-V/def2-TZVPD" max_force_ev_per_a=0.95 spin_multiplicity=1 total_charge=+1 e_homo_ev=-9.94 orbital_gap_ev=7.870
Ba 0.1842 1.1253 0.9000 -0.432 -0.847 0.092 1.144
N -2.8700 2.6962 -0.4613 0.260 -0.259 -0.124 0.094
C -2.4844 3.3438 -1.6366 -0.023 -0.055 -0.051 0.092
C -3.0617 4.5161 -2.0535 -0.072 -0.005 0.006 -0.730
C -2.6347 5.1706 -3.2252 -0.018 0.021 0.009 -0.678
C -1.6389 4.6494 -3.9961 0.019 -0.006 0.011 -1.076
C -1.0232 3.4373 -3.6060 -0.061 0.025 0.054 1.128
C -0.0049 2.8272 -4.3722 0.086 0.003 -0.066 -0.816
C 0.5548 1.6597 -3.9486 -0.024 0.023 0.094 -0.790
C 0.1012 1.1036 -2.7369 0.030 0.010 -0.019 -0.235
N -0.8427 1.6298 -1.9920 -0.023 -0.099 0.196 0.054
C -1.4244 2.7877 -2.4173 -0.014 0.041 -0.001 0.359
H -3.8069 2.9100 -0.1559 -0.029 -0.004 0.006 0.336
H -2.6923 1.6941 -0.4699 -0.117 0.316 0.069 -0.084
H -3.8787 4.9392 -1.4810 -0.011 0.004 0.034 0.408
H -3.1217 6.0919 -3.5150 -0.002 0.018 -0.005 0.428
H -1.3157 5.1415 -4.9036 0.006 -0.003 -0.015 0.420
H 0.3188 3.3035 -5.2902 -0.004 0.004 0.000 0.420
H 1.3457 1.1586 -4.4880 -0.011 -0.004 -0.069 0.580
H 0.5808 0.2009 -2.3823 0.042 -0.233 0.103 0.239
C 4.4086 2.5386 -1.5915 0.011 0.006 -0.003 -1.377
Sb 2.4839 2.9717 -0.7809 0.276 0.270 -0.067 0.496
C 2.0748 4.7063 -1.9578 -0.019 -0.005 0.012 -1.007
C 3.1543 3.9110 1.0900 0.101 -0.034 -0.003 -0.880
C 3.0800 5.4038 1.1003 0.005 0.045 -0.008 0.888
C 4.0737 6.1190 0.4284 0.013 -0.022 -0.011 -0.561
C 4.0526 7.4984 0.3389 -0.009 0.022 0.003 -0.561
C 3.0174 8.2036 0.9360 0.009 -0.012 -0.010 -0.781
C 2.0408 7.5120 1.6298 -0.017 0.015 -0.003 -0.643
C 2.0536 6.1200 1.7354 -0.015 0.005 0.049 0.403
C 0.9784 5.4556 2.5486 0.065 0.012 0.035 -1.536
Sb -0.5115 4.5247 1.2862 0.094 0.227 0.018 0.497
C -2.0085 4.1703 2.7855 -0.001 0.101 -0.006 -1.161
C -1.2136 6.3658 0.4859 -0.048 0.000 0.027 -1.300
H 5.1111 3.3454 -1.3886 -0.016 0.018 -0.003 0.414
H 4.3111 2.4129 -2.6691 0.010 -0.016 -0.009 0.389
H 4.7787 1.6097 -1.1619 0.002 0.005 0.014 0.381
H 2.7329 5.5315 -1.6961 0.023 0.019 0.014 0.460
H 1.0368 5.0093 -1.8248 -0.021 0.023 0.000 0.104
H 2.2262 4.4368 -3.0022 -0.007 -0.003 -0.038 0.473
H 4.1911 3.5810 1.1723 -0.006 -0.009 0.032 0.741
H 2.6134 3.4533 1.9195 -0.024 0.000 -0.026 0.049
H 4.8838 5.5668 -0.0359 0.009 0.001 -0.008 0.303
H 4.8400 8.0198 -0.1887 0.009 0.005 -0.005 0.427
H 2.9814 9.2830 0.8795 0.004 0.012 -0.002 0.401
H 1.2500 8.0627 2.1262 -0.007 0.008 0.004 0.385
H 0.4694 6.1934 3.1696 -0.015 -0.006 -0.004 0.757
H 1.3985 4.7008 3.2157 -0.029 -0.032 -0.017 0.546
H -2.1273 5.0361 3.4357 0.024 0.019 -0.008 0.478
H -1.7389 3.3055 3.3924 -0.001 -0.021 -0.004 0.232
H -2.9535 3.9635 2.2861 -0.008 -0.016 0.000 0.372
H -1.5871 6.9946 1.2923 0.010 0.026 0.020 0.499
H -1.9952 6.2063 -0.2514 0.002 -0.039 -0.006 0.337
H -0.3652 6.8521 0.0073 0.006 0.044 -0.019 0.335
C -0.2216 -1.6757 3.9993 0.018 0.040 -0.017 -0.239
C 0.2125 -0.3211 4.4391 -0.039 -0.022 -0.034 -0.161
N -0.0062 0.8099 3.7990 0.000 0.099 -0.297 0.148
C 0.5500 1.8066 4.5743 0.041 -0.006 0.084 -0.167
C 1.1076 1.2719 5.6906 -0.012 0.032 -0.031 -0.924
N 0.8811 -0.0799 5.5904 -0.010 -0.045 -0.014 -0.044
H -0.2995 -1.6972 2.9125 -0.003 -0.052 0.010 -0.350
H -1.1952 -1.9316 4.4222 -0.010 -0.001 0.006 0.371
H 0.4965 -2.4369 4.3061 0.004 -0.018 -0.010 0.535
H 0.5086 2.8428 4.2824 0.010 0.035 0.034 0.176
H 1.6334 1.7111 6.5181 0.001 0.010 0.021 0.413
H 1.1723 -0.7806 6.2505 0.002 0.002 0.004 0.201
Cl 1.0423 -5.4949 3.4875 0.016 0.028 0.008 -0.216
C -0.5266 -5.0654 2.8874 0.026 0.022 -0.071 0.213
C -0.6403 -4.4334 1.6600 0.032 0.011 0.017 -1.302
C -1.9027 -4.0996 1.1987 -0.015 0.021 0.031 1.685
C -3.0535 -4.3675 1.9336 -0.018 0.010 0.028 0.018
C -4.4540 -4.0101 1.4711 0.027 -0.080 -0.025 -0.841
C -4.5392 -2.8537 0.4714 -0.098 -0.046 0.063 -1.475
N -3.9233 -1.6523 1.0137 0.176 -0.041 -0.206 0.316
C -4.1342 -1.0917 2.2479 -0.046 -0.007 0.093 -0.536
C -3.2411 -0.0711 2.3554 0.005 0.117 0.081 -1.404
N -2.4853 0.0123 1.2112 0.107 -0.091 -0.165 0.712
C -2.9220 -0.9561 0.4332 -0.032 0.004 0.132 -0.244
O -5.1851 -5.1534 1.0526 -0.050 0.099 0.105 -0.478
C -5.1353 -5.5796 -0.2998 -0.028 0.022 -0.040 -1.077
C -3.7799 -5.9071 -0.8612 -0.009 0.063 0.010 0.298
C -2.9373 -6.8630 -0.3777 0.108 0.040 -0.121 1.019
Cl -3.1873 -7.8416 0.9976 -0.003 -0.018 0.040 -0.160
S -1.5075 -7.0229 -1.3158 -0.025 0.032 0.051 -0.196
C -2.0279 -5.7939 -2.3921 0.010 -0.017 0.059 -0.587
C -3.2390 -5.2951 -2.0311 -0.019 0.008 0.042 -0.856
C -2.8905 -4.9991 3.1669 0.081 0.024 -0.032 0.538
Cl -4.2615 -5.3748 4.1579 -0.036 -0.013 0.028 -0.228
C -1.6416 -5.3537 3.6510 -0.036 -0.017 0.003 -0.866
H 0.2456 -4.1767 1.0939 -0.026 -0.014 -0.003 0.139
H -1.9850 -3.6221 0.2313 -0.004 0.032 -0.055 0.488
H -4.9972 -3.6838 2.3618 0.014 -0.042 -0.050 0.818
H -5.5943 -2.6665 0.2618 0.031 -0.003 -0.040 0.347
H -4.0380 -3.0772 -0.4692 0.016 -0.018 -0.022 0.404
H -4.8848 -1.4543 2.9270 -0.012 -0.015 0.017 0.500
H -3.0908 0.6011 3.1835 0.005 0.011 0.000 0.526
H -2.5464 -1.1842 -0.5527 0.000 -0.051 -0.021 0.402
H -5.6156 -4.8422 -0.9534 0.004 -0.034 -0.004 0.335
H -5.7578 -6.4758 -0.3060 -0.002 0.044 -0.021 0.389
H -1.4449 -5.5242 -3.2575 0.046 -0.027 -0.019 0.583
H -3.7554 -4.5342 -2.6002 -0.032 0.019 0.000 0.456
H -1.5485 -5.8487 4.6065 0.011 -0.006 0.007 0.507
C 2.9418 -2.4241 1.3666 0.025 0.081 -0.045 -0.838
C 2.0456 -1.2373 1.1147 -0.103 -0.311 -0.071 0.764
O 0.8413 -1.4682 0.7481 -0.067 0.238 0.036 -0.733
O 2.4994 -0.0787 1.2711 -0.134 0.223 0.029 -0.718
H 3.2527 -2.8094 0.3934 0.000 -0.015 -0.004 0.095
H 2.4031 -3.2117 1.8902 -0.036 -0.025 0.030 0.102
H 3.8258 -2.1276 1.9248 0.012 -0.004 0.007 0.364
N 0.5685 -3.2214 -1.6158 -0.064 0.008 -0.120 0.174
C 1.7485 -3.1696 -2.2870 -0.095 0.024 0.005 0.373
S 2.6726 -1.7760 -2.3231 -0.124 0.045 -0.036 -0.290
N 2.0590 -4.3259 -2.9235 -0.076 -0.035 0.072 -0.031
C 3.1592 -4.6256 -3.7691 0.064 -0.007 -0.061 0.632
C 4.4592 -4.2398 -3.4711 -0.015 -0.012 0.036 -0.164
C 5.4904 -4.6119 -4.3194 -0.004 -0.012 -0.021 -0.678
C 5.2409 -5.3783 -5.4487 0.002 0.009 0.011 -0.481
C 3.9437 -5.7785 -5.7303 0.012 -0.004 -0.007 -0.629
C 2.9052 -5.3994 -4.8958 -0.017 0.030 0.007 -0.641
H 0.3712 -2.4749 -0.9595 0.294 -0.056 0.154 -0.367
H 0.1081 -4.1076 -1.4615 0.035 0.052 0.000 0.046
H 1.3443 -5.0381 -2.9161 0.035 0.004 0.011 0.051
H 4.6596 -3.6554 -2.5875 0.000 0.014 0.016 0.431
H 6.5017 -4.3069 -4.0859 0.006 0.003 0.003 0.379
H 6.0537 -5.6670 -6.1010 0.004 -0.004 -0.007 0.384
H 3.7357 -6.3812 -6.6039 -0.004 -0.006 -0.011 0.369
H 1.8884 -5.6997 -5.1220 -0.010 0.002 -0.006 0.364